Below is a 13-piece molecular cluster, C13H52N20O13 overall at a distorted geometry, with properties calculated with the ωB97M-V functional and the def2-TZVPD basis.

Cartesian coordinates (Å):
C (-22.7814, 5.7687, 13.6476)
O (-24.1711, 5.5914, 13.8889)
H (-22.5093, 6.8215, 13.5721)
H (-22.3364, 5.3306, 14.5410)
H (-22.4842, 5.1404, 12.8080)
H (-24.4501, 6.4930, 14.0646)
C (-14.9976, 5.5279, 13.3108)
O (-16.0732, 5.8788, 12.4274)
H (-14.4438, 4.7052, 12.8583)
H (-14.5156, 6.3969, 13.7586)
H (-15.3559, 5.0136, 14.2025)
H (-15.7550, 6.5065, 11.7744)
C (-17.5516, 13.8768, 7.8727)
O (-18.4970, 14.4747, 8.7917)
H (-17.5837, 14.5118, 6.9873)
H (-16.5235, 13.8138, 8.2293)
H (-17.8118, 12.8757, 7.5288)
H (-18.6446, 13.9071, 9.5518)
C (-12.3534, 12.7502, 10.6520)
O (-11.9833, 12.6324, 9.5251)
N (-11.8247, 13.5503, 11.5016)
N (-13.3924, 12.1953, 11.1450)
H (-10.9526, 14.0147, 11.2922)
H (-12.1463, 13.6093, 12.4572)
H (-14.0560, 11.6694, 10.5945)
H (-13.6972, 12.3840, 12.0893)
C (-23.7381, 8.8862, 9.4511)
O (-24.5632, 9.7706, 9.5963)
N (-22.4482, 8.9878, 9.6453)
N (-24.1234, 7.6688, 9.2652)
H (-21.8588, 8.1720, 9.5603)
H (-22.0291, 9.8026, 10.0702)
H (-25.1200, 7.5441, 9.1590)
H (-23.4844, 6.9425, 8.9749)
C (-25.0057, 10.4838, 15.1103)
O (-25.7175, 9.4850, 14.9591)
N (-24.5308, 10.8322, 16.2898)
N (-24.6149, 11.3683, 14.1815)
H (-24.6654, 10.2528, 17.1060)
H (-23.8268, 11.5562, 16.2708)
H (-24.0806, 12.2038, 14.3725)
H (-24.9264, 11.1281, 13.2512)
C (-24.2245, 14.8889, 9.6951)
O (-24.0720, 16.1152, 9.8902)
N (-23.4911, 14.0014, 10.2560)
N (-25.0975, 14.3016, 8.9554)
H (-22.9982, 14.2249, 11.1088)
H (-23.7554, 13.0649, 9.9854)
H (-25.2733, 13.3070, 8.9478)
H (-25.6763, 14.8640, 8.3481)
C (-14.2015, 13.8431, 16.5286)
O (-13.8566, 12.8685, 15.7773)
N (-15.4498, 13.9040, 16.9913)
N (-13.5018, 14.9384, 16.7926)
H (-15.8058, 14.6533, 17.5675)
H (-16.1024, 13.1941, 16.6908)
H (-12.5301, 14.9103, 16.5185)
H (-13.7441, 15.6158, 17.5015)
C (-21.5260, 13.0454, 19.9134)
O (-21.6106, 13.3955, 18.7820)
N (-20.7398, 12.0704, 20.3001)
N (-22.2374, 13.5259, 20.8795)
H (-20.7523, 11.6441, 21.2156)
H (-20.2033, 11.6908, 19.5332)
H (-23.0203, 14.1397, 20.7052)
H (-21.8453, 13.3255, 21.7884)
C (-16.7272, 8.9992, 17.8223)
O (-17.4760, 9.9875, 17.9487)
N (-16.9859, 7.8203, 18.3179)
N (-15.5624, 8.9679, 17.1410)
H (-16.1892, 7.2001, 18.3442)
H (-17.8386, 7.7039, 18.8466)
H (-15.2303, 9.8077, 16.6887)
H (-15.0668, 8.0894, 17.0873)
C (-22.8620, 16.2922, 14.7303)
O (-22.3059, 15.2976, 14.3082)
N (-23.1094, 16.5330, 15.9428)
N (-23.4046, 17.2797, 14.0602)
H (-22.8376, 15.9284, 16.7048)
H (-23.6501, 17.3780, 16.0605)
H (-23.4364, 17.0888, 13.0689)
H (-23.7151, 18.0956, 14.5682)
C (-19.1514, 10.7692, 12.7802)
O (-19.4569, 11.3274, 11.7739)
N (-17.9612, 10.2220, 12.9132)
N (-19.9064, 10.7368, 13.8305)
H (-17.5052, 10.0122, 12.0368)
H (-17.7710, 9.7296, 13.7742)
H (-20.7994, 11.2080, 13.8057)
H (-19.5690, 10.4615, 14.7418)
C (-15.7421, 9.1779, 7.7486)
O (-15.5652, 8.9037, 8.9343)
N (-16.7501, 8.9125, 6.9382)
N (-14.8663, 9.8223, 7.0474)
H (-16.7398, 9.3103, 6.0099)
H (-17.4502, 8.2704, 7.2813)
H (-14.1067, 10.0703, 7.6652)
H (-14.9846, 10.2063, 6.1208)

Its energy relative to the best compared isomer or geometry (same formula, charge and spin) is 170.6 kcal per mole. The value obtained for the LUMO energy is 0.003 hartree. As for the HOMO energy: -9.06 eV. For the molar mass, the calculation gives 696.686 g mol⁻¹.



Below is the molecule C2HFO at a distorted geometry, with properties calculated with the ωB97M-V functional and the def2-TZVPD basis.

Cartesian coordinates (Å):
C (0.3856, 0.5685, 0.3046)
C (1.9136, 0.2495, -0.1262)
O (2.9953, -0.1518, 0.0471)
F (0.0639, 1.7725, -0.0729)
H (-0.2696, -0.3082, -0.0716)

Its energy relative to the best compared isomer or geometry (same formula, charge and spin) is 28.2 kcal per mole. The value obtained for the LUMO energy is -0.004 hartree. As for the HOMO energy: -8.80 eV. Its SMILES is O=C=CF. For the molar mass, the calculation gives 60.027 g mol⁻¹.



Below is the molecule C15H19ClN2O7 at a distorted geometry, with properties calculated with the ωB97M-V functional and the def2-TZVPD basis.

Cartesian coordinates (Å):
C (2.8287, -0.8478, 1.5994)
H (3.9115, -0.7220, 1.4881)
O (2.1617, -0.5501, 0.3904)
C (2.4637, 0.7053, -0.1662)
C (1.8365, 1.8915, 0.5983)
N (0.4213, 1.6603, 0.8165)
C (0.0354, 1.2094, 2.0291)
O (0.7772, 1.1759, 2.9912)
C (-1.3856, 0.6271, 2.1256)
H (-1.5095, 0.2119, 3.1300)
H (-2.1628, 1.3649, 1.9223)
O (-1.4974, -0.4046, 1.1476)
C (-1.1651, -1.6522, 1.5161)
O (-1.0847, -2.0343, 2.6492)
C (-0.8661, -2.4737, 0.3046)
C (-0.2661, -1.8399, -0.7736)
C (0.1485, -2.5750, -1.8716)
C (-0.0402, -3.9533, -1.9227)
C (-0.6524, -4.5878, -0.8624)
C (-1.0580, -3.8596, 0.2555)
Cl (-1.8081, -4.6778, 1.5534)
H (-0.8142, -5.6535, -0.8813)
H (0.2963, -4.5035, -2.7884)
N (0.7982, -1.8909, -2.9598)
O (1.2237, -2.5619, -3.8732)
O (0.8771, -0.6816, -2.8946)
H (-0.0833, -0.7792, -0.7484)
C (-0.4688, 1.9741, -0.2791)
H (-1.3279, 1.3049, -0.2787)
H (0.0676, 1.8394, -1.2219)
C (-0.9400, 3.4429, -0.1895)
O (-1.5762, 3.8966, -1.3539)
C (-2.8594, 3.3616, -1.5749)
H (-2.8229, 2.2995, -1.8385)
H (-3.4990, 3.4911, -0.6934)
H (-3.2798, 3.9197, -2.4090)
H (-1.5960, 3.5684, 0.6865)
H (-0.0719, 4.0958, -0.0652)
H (1.9852, 2.8068, 0.0234)
H (2.3066, 1.9998, 1.5774)
H (3.5511, 0.8588, -0.2161)
H (2.0679, 0.6609, -1.1853)
H (2.6044, -1.8907, 1.8159)
H (2.4729, -0.2275, 2.4269)

Its energy relative to the best compared isomer or geometry (same formula, charge and spin) is 0.0 kcal per mole. The value obtained for the LUMO energy is -0.031 hartree. As for the HOMO energy: -9.41 eV. Its SMILES is COCCN(CCOC)C(=O)COC(=O)c1cc([N+](=O)[O-])ccc1Cl. For the molar mass, the calculation gives 374.777 g mol⁻¹.



Below is C38H50BaN5O2PS2 as an isolated structure at a distorted geometry, with properties calculated with the ωB97M-V functional and the def2-TZVPD basis.

Cartesian coordinates (Å):
Ba (-0.1544, 0.3533, -1.1870)
N (3.7650, 2.6012, -0.9937)
C (4.3814, 1.3787, -0.9189)
C (5.7092, 1.0092, -0.8068)
C (5.9915, -0.3467, -0.8058)
C (4.9762, -1.2956, -0.9163)
C (3.6477, -0.9355, -1.0330)
C (3.3481, 0.4209, -1.0313)
N (2.1459, 1.0602, -1.1121)
C (2.4151, 2.3586, -1.0632)
C (1.4494, 3.3994, -1.1531)
C (1.7386, 4.7558, -1.2075)
S (0.2887, 5.6828, -1.3213)
C (-0.5968, 4.1901, -1.3184)
N (0.1188, 3.1211, -1.2299)
H (4.1560, 3.4604, -0.6398)
H (6.4869, 1.7517, -0.7236)
H (7.0188, -0.6723, -0.7233)
H (5.2334, -2.3437, -0.9175)
H (2.8620, -1.6640, -1.1431)
H (2.6918, 5.2344, -1.1684)
H (-1.6683, 4.1925, -1.3748)
C (-6.6311, 0.6293, -0.8487)
C (-5.2855, 1.3083, -1.0854)
C (-4.8183, 1.9809, 0.2102)
C (-5.4238, 2.3842, -2.1615)
P (-3.8415, 0.1434, -1.5443)
C (-4.1273, -1.2074, -0.3298)
C (-3.4019, -1.0777, 0.8563)
C (-3.5206, -2.0082, 1.8741)
C (-4.3515, -3.1050, 1.7149)
C (-5.0609, -3.2557, 0.5351)
C (-4.9596, -2.3134, -0.4752)
C (-4.1364, -0.6076, -3.2790)
C (-3.3029, -1.8932, -3.3147)
C (-5.5686, -0.8843, -3.7462)
C (-3.4946, 0.4022, -4.2413)
H (-7.3303, 1.3573, -0.4380)
H (-6.5424, -0.1881, -0.1366)
H (-7.0544, 0.2475, -1.7725)
H (-5.5090, 2.7764, 0.4857)
H (-3.8276, 2.4191, 0.0844)
H (-4.7753, 1.2696, 1.0318)
H (-6.1187, 3.1536, -1.8276)
H (-5.8122, 1.9761, -3.0906)
H (-4.4647, 2.8604, -2.3600)
H (-2.7304, -0.2368, 0.9875)
H (-2.9537, -1.8742, 2.7847)
H (-4.4465, -3.8337, 2.5064)
H (-5.7001, -4.1156, 0.3948)
H (-5.5403, -2.4607, -1.3725)
H (-3.7581, -2.6860, -2.7253)
H (-2.3025, -1.6939, -2.9115)
H (-3.1949, -2.2410, -4.3421)
H (-6.1344, -1.4743, -3.0307)
H (-5.5357, -1.4395, -4.6854)
H (-6.1075, 0.0422, -3.9321)
H (-2.4410, 0.5514, -3.9850)
H (-3.9996, 1.3640, -4.1996)
H (-3.5531, 0.0362, -5.2650)
C (4.6456, -1.9313, 3.0626)
C (3.1551, -2.0661, 3.3551)
C (2.2850, -1.3596, 2.3129)
N (2.5931, 0.0422, 2.2372)
C (1.6647, 1.0126, 2.0640)
S (0.0265, 0.7017, 1.9460)
N (2.0848, 2.3039, 1.9662)
C (3.3671, 2.8350, 2.0995)
O (3.6784, 3.7947, 1.3780)
C (4.2456, 2.2790, 3.1158)
C (3.7774, 1.6191, 4.2638)
C (4.6683, 1.2007, 5.2287)
C (6.0293, 1.4303, 5.0866)
C (6.5017, 2.0890, 3.9591)
C (5.6225, 2.5090, 2.9885)
H (5.2163, -2.5583, 3.7427)
H (4.9807, -0.9059, 3.1995)
H (4.8686, -2.2353, 2.0425)
H (2.9487, -1.6601, 4.3470)
H (2.8788, -3.1233, 3.3610)
H (1.2288, -1.4524, 2.5799)
H (2.4335, -1.8359, 1.3339)
H (3.5490, 0.2732, 1.9995)
H (1.4171, 2.9295, 1.5255)
H (2.7190, 1.4726, 4.4165)
H (4.3051, 0.6951, 6.1118)
H (6.7186, 1.1128, 5.8533)
H (7.5585, 2.2727, 3.8396)
H (5.9680, 3.0287, 2.1086)
C (0.4753, -4.3340, -2.7468)
O (0.8467, -3.0482, -2.2565)
C (0.4173, -2.5499, -1.0944)
C (-0.4208, -3.4661, -0.2462)
H (-0.6063, -4.4846, -2.6973)
H (0.9845, -5.1257, -2.1868)
H (0.7903, -4.3667, -3.7884)
H (0.1746, -4.3414, 0.0339)
H (-1.3118, -3.8350, -0.7688)
H (-0.7356, -2.9380, 0.6525)

Its energy relative to the best compared isomer or geometry (same formula, charge and spin) is 0.0 kcal per mole. The value obtained for the LUMO energy (spin up / spin down) is -0.009 / -0.009 hartree. As for the HOMO energy (spin up / spin down): -2.83 / -2.83 eV. For the molar mass, the calculation gives 841.287 g mol⁻¹.



Below is a 5-piece molecular cluster, C2H13NO5 overall at a distorted geometry, with properties calculated with the ωB97M-V functional and the def2-TZVPD basis.

Cartesian coordinates (Å):
O (2.7852, 0.1540, 1.4177)
C (2.8269, 0.3142, 0.2154)
C (1.5716, 0.8379, -0.5256)
N (0.7066, 1.5199, 0.4302)
H (3.7684, 0.0849, -0.3095)
H (1.9278, 1.5351, -1.2830)
H (1.1373, 0.0101, -1.0890)
H (0.5174, 0.8606, 1.1610)
H (1.2300, 2.2922, 0.8161)
H (-1.2834, 0.0744, -1.6139)
H (-0.6591, -0.7196, -0.5049)
O (-1.1790, -0.8503, -1.2956)
H (0.9577, -0.9422, 1.5751)
H (-0.2837, -1.5173, 2.0898)
O (0.1327, -1.3180, 1.2454)
H (-2.6928, 2.0814, -0.3322)
H (-1.1414, 1.8899, -0.1102)
O (-1.8783, 1.7711, -0.7464)
H (-3.1543, -3.0163, -0.3794)
H (-2.5925, -1.6647, -0.9682)
O (-3.4042, -2.1110, -0.6432)

Its energy relative to the best compared isomer or geometry (same formula, charge and spin) is 35.0 kcal per mole. The value obtained for the LUMO energy is 0.013 hartree. As for the HOMO energy: -10.02 eV. Its SMILES is NCC=O.O.O.O.O. For the molar mass, the calculation gives 131.128 g mol⁻¹.